(1)
DFT (the ωB97M-V functional and the def2-TZVPD basis) results for one molecule with the formula C3H2ClNO2 at a distorted geometry.

ORCA input file:
```
! RIJCOSX wB97M-V def2-TZVPD def2/J DEFGRID3
* xyz 0 1
C -0.798 0.257 0.327
C 0.334 0.918 0.219
C 1.241 -0.045 -0.450
H 0.567 1.910 0.589
H -1.116 -1.735 0.171
N -0.846 -0.942 -0.416
O 2.364 0.123 -0.800
O 0.506 -1.185 -0.781
Cl -2.252 0.699 1.140
*
```

Values from the calculation:
* structure (SMILES): O=c1cc(Cl)[nH]o1
* LUMO level: 0.54 eV
* relative energy (zero: lowest compared OMol25 entry of this formula, charge and spin): 36.6 kcal per mole
* molecular weight: 119.5 g/mol
* frontier orbital gap: 0.3873 Ha
* total energy: -21249.1759 eV

natural (NBO) atomic charge list, values in e, 6 entries:
1. C 0.1517
2. C -0.4092
3. C 0.7338
4. H 0.2611
5. H 0.3780
6. N -0.2853

---

(2)
DFT (the ωB97M-V functional and the def2-TZVPD basis) results for one molecule with the formula C3H2ClNO2 at a distorted geometry.

ORCA input file:
```
! RIJCOSX wB97M-V def2-TZVPD def2/J DEFGRID3
* xyz 0 1
C 0.965 -0.121 -0.032
C -0.092 -0.975 -0.111
C -1.278 -0.210 -0.050
H -0.106 -2.028 -0.094
H 0.694 1.879 0.445
N 0.498 1.109 -0.091
O -2.440 -0.562 0.050
O -0.857 1.130 -0.100
Cl 2.617 -0.222 -0.015
*
```

Values from the calculation:
* structure (SMILES): O=c1cc(Cl)[nH]o1
* LUMO level: 0.52 eV
* relative energy (zero: lowest compared OMol25 entry of this formula, charge and spin): 45.6 kcal per mole
* molecular weight: 119.5 g/mol
* frontier orbital gap: 0.3631 Ha
* total energy: -21248.7891 eV

natural (NBO) atomic charge list, values in e, 6 entries:
1. C 0.1430
2. C -0.4417
3. C 0.7040
4. H 0.2495
5. H 0.3995
6. N -0.2681